[1]
DFT (ωB97M-V/def2-TZVPD) results for an isolated molecule of C8H9N5O at a distorted geometry.

```
! RIJCOSX wB97M-V def2-TZVPD def2/J DEFGRID3
* xyz 0 3
C 1.697 -0.699 0.132
C 2.181 0.534 0.536
C 0.594 -0.362 -0.616
C -2.147 -1.847 0.370
C -0.708 1.034 -1.507
C -2.304 0.696 0.564
C -1.534 -1.734 -1.027
C 3.441 0.887 1.257
N 1.373 1.528 0.075
N 0.455 0.974 -0.607
N -0.564 -0.639 -1.421
N -2.317 -0.726 0.982
N -1.824 1.203 -0.598
O -2.981 1.422 1.307
H 2.186 -1.708 0.402
H -0.996 -2.703 -1.182
H -2.480 -1.523 -1.757
H 3.251 1.780 1.916
H 3.724 0.196 1.973
H 4.288 1.142 0.542
H -0.236 -0.941 -2.417
H -2.773 -0.601 1.942
H -2.327 2.088 -0.868
*
```

Values from the calculation:
Expectation value of S² ... 2.01
Highest occupied orbital energy (alpha / beta) ... -6.851 / -8.357 eV
HOMO-LUMO gap (alpha / beta) ... 0.2631 / 0.2377 hartree

[2]
DFT (ωB97M-V/def2-TZVPD) results for an isolated molecule of C8H9NO2 at a distorted geometry.

```
! RIJCOSX wB97M-V def2-TZVPD def2/J DEFGRID3
* xyz 0 3
C 0.478 1.821 -0.172
C -0.288 0.079 -1.726
C 1.516 1.036 0.208
C 0.673 -0.716 -1.261
C -1.236 0.394 0.590
C -0.743 1.152 -0.751
C 1.136 -0.421 0.092
C -0.099 -0.550 0.966
N -0.465 -1.974 0.869
O 0.138 -2.770 1.518
O -1.284 -2.304 -0.005
H 0.161 2.876 0.084
H -0.578 0.166 -2.754
H 2.491 1.291 0.639
H 1.026 -1.552 -1.864
H -1.264 1.159 1.292
H -2.166 -0.169 0.710
H -1.491 1.797 -1.074
H 1.871 -0.977 0.616
H 0.123 -0.339 2.024
*
```

Values from the calculation:
Energy above the lowest of the compared OMol25 structures with the same formula, charge and spin ... 118.0 kcal per mole
Expectation value of S² ... 2.01
Highest occupied orbital energy (alpha / beta) ... -5.751 / -9.506 eV
HOMO-LUMO gap (alpha / beta) ... 0.2301 / 0.2691 hartree

[3]
DFT (ωB97M-V/def2-TZVPD) results for an isolated molecule of C8H9NO2 at a distorted geometry.

```
! RIJCOSX wB97M-V def2-TZVPD def2/J DEFGRID3
* xyz 0 3
C 2.332 -0.909 0.059
C 2.253 0.395 -0.141
C 0.972 -1.434 0.232
C -1.727 0.475 1.254
C -1.281 -0.313 0.291
C 0.531 2.128 -0.701
C 0.872 0.886 0.069
C -2.012 -1.429 -0.419
N 0.113 -0.345 0.156
O 0.654 -2.604 0.156
O 0.691 2.174 0.694
H 3.206 -1.629 -0.081
H 3.054 1.109 -0.469
H -1.087 1.000 1.809
H -2.818 0.481 1.359
H 1.309 2.674 -1.195
H -0.477 2.300 -1.217
H -1.737 -1.460 -1.404
H -3.066 -1.069 -0.556
H -1.783 -2.431 0.106
*
```

Values from the calculation:
Energy above the lowest of the compared OMol25 structures with the same formula, charge and spin ... 81.9 kcal per mole
Expectation value of S² ... 2.03
Highest occupied orbital energy (alpha / beta) ... -5.017 / -8.965 eV
HOMO-LUMO gap (alpha / beta) ... 0.2085 / 0.2044 hartree

[4]
DFT (ωB97M-V/def2-TZVPD) results for an isolated molecule of C8H9NO2S at a distorted geometry.

```
! RIJCOSX wB97M-V def2-TZVPD def2/J DEFGRID3
* xyz 0 1
C -2.771 -0.914 0.322
C -2.787 0.468 0.219
C -1.595 -1.632 0.164
C -1.613 1.158 -0.067
C -0.411 -0.959 -0.129
C -0.488 0.406 -0.247
C 0.909 -1.623 -0.309
C 1.566 1.181 -0.565
N 1.737 2.271 0.252
O 2.360 -0.226 1.477
O 3.392 -0.768 -0.695
S 2.216 -0.385 0.051
H -3.688 -1.442 0.540
H -3.707 1.013 0.373
H -1.593 -2.707 0.270
H -1.592 2.235 -0.140
H 1.061 -2.463 0.366
H 1.089 -1.936 -1.336
H 1.619 1.314 -1.632
H 1.988 1.983 1.191
H 2.306 3.028 -0.105
*
```

Values from the calculation:
Energy above the lowest of the compared OMol25 structures with the same formula, charge and spin ... 60.9 kcal per mole
Highest occupied orbital energy ... -8.590 eV
HOMO-LUMO gap ... 0.3435 hartree

[5]
DFT (ωB97M-V/def2-TZVPD) results for an isolated molecule of C8H9NO2S at a distorted geometry.

```
! RIJCOSX wB97M-V def2-TZVPD def2/J DEFGRID3
* xyz 0 1
C 0.810 -0.100 -0.022
C 0.058 -0.024 1.024
C 0.219 -0.452 -1.388
C 3.001 0.730 0.850
C -0.892 1.031 3.079
C 2.279 0.128 -0.085
C -0.518 0.023 2.239
C -1.585 -1.097 -2.798
N -1.108 -0.531 -1.480
O 0.926 -0.755 -2.315
O -2.619 1.314 -0.488
S -2.234 -0.093 -0.296
H 4.171 0.712 0.862
H 2.488 1.077 1.810
H -1.273 0.840 4.019
H -0.688 2.151 2.969
H 2.740 -0.154 -0.978
H -0.701 -1.014 2.613
H -1.130 -0.499 -3.676
H -1.326 -2.125 -3.063
H -2.617 -1.162 -2.875
*
```

Values from the calculation:
Energy above the lowest of the compared OMol25 structures with the same formula, charge and spin ... 119.3 kcal per mole
Highest occupied orbital energy (alpha / beta) ... -8.201 / -8.705 eV
HOMO-LUMO gap (alpha / beta) ... 0.2641 / 0.2843 hartree

[6]
DFT (ωB97M-V/def2-TZVPD) results for a cluster of 2 separate species, C8H9NO3 in total at a distorted geometry.

```
! RIJCOSX wB97M-V def2-TZVPD def2/J DEFGRID3
* xyz 0 1
C 0.013 -2.292 -0.994
C -0.920 -1.711 -2.038
C -2.380 -2.231 -2.084
C -1.550 -0.352 -1.676
C 2.514 1.939 2.398
C 1.267 1.174 1.943
C 1.248 0.812 0.537
C 1.280 0.528 -0.644
H 0.324 -3.304 -1.259
H 0.903 -1.683 -0.891
H -0.476 -2.340 -0.004
H -0.445 -1.689 -3.025
H -2.721 -2.632 -3.051
H -2.620 -2.954 -1.280
H -3.715 -0.475 -1.581
H 3.273 2.138 1.616
H 1.290 0.296 -1.661
N -2.813 -0.867 -1.809
O -1.137 0.737 -1.366
O 2.647 2.297 3.541
O 0.371 0.906 2.719
*
```

Values from the calculation:
Structure (SMILES) ... C[C@H]1CNC1=O.C#CC(=O)C=O
Energy above the lowest of the compared OMol25 structures with the same formula, charge and spin ... 93.2 kcal per mole
Highest occupied orbital energy ... -9.779 eV
HOMO-LUMO gap ... 0.3256 hartree

[7]
DFT (ωB97M-V/def2-TZVPD) results for an isolated molecule of C8H9NO3 at a distorted geometry.

```
! RIJCOSX wB97M-V def2-TZVPD def2/J DEFGRID3
* xyz 0 1
C -2.453 -1.173 0.317
C 1.940 -2.961 -0.305
C 1.218 -2.039 0.219
C -0.234 -2.145 0.238
C -1.104 -1.159 0.537
C -0.765 0.224 0.999
C -0.959 2.621 0.150
C -1.118 1.070 -0.190
N -3.596 -1.451 0.109
O -0.425 0.562 2.122
O -4.230 0.499 -0.471
O -4.605 -0.796 -0.449
H 2.953 -2.971 -0.377
H 1.384 -3.939 -0.578
H 1.691 -1.165 0.616
H -0.809 -2.995 -0.065
H 0.101 2.857 0.177
H -1.208 2.723 1.140
H -1.524 3.253 -0.471
H -2.152 0.870 -0.477
H -0.494 0.929 -1.199
*
```

Values from the calculation:
Energy above the lowest of the compared OMol25 structures with the same formula, charge and spin ... 246.5 kcal per mole
Highest occupied orbital energy (alpha / beta) ... -7.990 / -8.005 eV
HOMO-LUMO gap (alpha / beta) ... 0.2237 / 0.2244 hartree

[8]
DFT (ωB97M-V/def2-TZVPD) results for a structure of composition C8H9NO3S at a distorted geometry.

```
! RIJCOSX wB97M-V def2-TZVPD def2/J DEFGRID3
* xyz 0 1
C -1.430 1.169 -0.122
C -0.552 0.815 -1.148
C -1.631 -0.255 -0.006
C -1.012 -0.470 -1.721
C -0.545 -0.946 1.139
C 0.663 -1.049 0.331
C -1.377 2.363 0.761
C 1.285 -2.250 -0.197
N 0.794 1.033 -1.442
O 1.380 1.337 0.960
O 3.002 0.165 -0.517
O -2.095 -0.889 -1.064
S 1.648 0.360 -0.078
H -0.441 -0.293 1.888
H -1.050 -1.840 1.323
H -1.888 3.112 0.357
H -1.899 2.081 1.812
H -0.455 2.790 1.029
H 2.211 -2.039 -0.858
H 0.477 -2.749 -0.731
H 1.713 -2.994 0.492
H 1.204 0.547 -2.207
*
```

Values from the calculation:
Energy above the lowest of the compared OMol25 structures with the same formula, charge and spin ... 220.1 kcal per mole
Highest occupied orbital energy (alpha / beta) ... -8.059 / -7.836 eV
HOMO-LUMO gap (alpha / beta) ... 0.2582 / 0.2454 hartree

| no. | E_tot (a.u.) |
| --- | --- |
| 1 | -658.9224 |
| 2 | -515.1627 |
| 3 | -515.2202 |
| 4 | -913.5761 |
| 5 | -913.4832 |
| 6 | -590.5903 |
| 7 | -590.3460 |
| 8 | -988.5478 |